Formula: C8H14O
Source: the OMol25 dataset
Level of theory: the ωB97M-V functional and the def2-TZVPD basis

## Properties
HOMO energy: -0.316 Eh
frontier orbital gap: 9.5914 eV
ΔE to the lowest compared entry with this formula, charge and spin: 238.6 kJ/mol
strongest force on any atom: 0.127 Eh/bohr

ORCA input file:
```
! RIJCOSX wB97M-V def2-TZVPD def2/J DEFGRID3
* xyz 0 1
H -0.4097 0.9140 2.3063
C 0.1709 0.4177 0.1608
H 2.8191 2.0401 -0.2206
C 0.2058 -2.0693 0.8308
C -0.0252 1.3428 1.3707
O -3.3784 1.3268 -0.0012
H -1.6400 -0.6060 0.3127
C 1.8393 1.9894 -0.6169
H 1.2009 -1.9310 0.9701
H -0.7214 -0.9517 -2.1008
H 0.0035 -2.9712 0.2881
H 0.8565 1.8032 1.7039
H 1.7112 0.0667 -1.4262
H -0.2297 -2.2906 1.9022
C -0.6473 -1.6720 -1.2603
C -3.4184 0.2389 -0.2994
H 1.8699 2.3608 -1.7197
C 1.2314 0.6493 -0.6457
H -0.8239 2.0215 1.0442
H 0.0958 -2.3469 -1.4938
C -0.5785 -0.9297 0.1195
H -1.5530 -2.1390 -1.3073
H 1.4212 2.7361 0.0826
*
```

List of natural (NBO) charges in e, atom by atom:
1. H 0.221
2. C 0.034
3. H 0.211
4. C -0.580
5. C -0.663
6. O -0.495
7. H 0.204
8. C -0.649
9. H 0.214
10. H 0.199
11. H 0.204
12. H 0.216
13. H 0.209
14. H 0.193
15. C -0.600
16. C 0.509
17. H 0.212
18. C -0.220
19. H 0.222
20. H 0.200
21. C -0.266
22. H 0.210
23. H 0.214